# 1
# C21H37ClCoN3O7S

A molecular structure, C21H37ClCoN3O7S (ωB97M-V with the def2-TZVPD basis set, OMol25).

Geometry (Å):
1 O -0.953 0.234 -1.105
2 C -0.679 0.796 -2.293
3 C -0.549 -0.252 -3.418
4 C -0.324 -1.582 -3.086
5 H -0.285 -1.863 -2.033
6 C -0.163 -2.538 -4.093
7 H 0.017 -3.575 -3.814
8 C -0.233 -2.162 -5.433
9 H -0.107 -2.906 -6.219
10 C -0.470 -0.823 -5.765
11 H -0.536 -0.521 -6.809
12 C -0.624 0.131 -4.760
13 H -0.800 1.178 -5.009
14 H -1.509 1.473 -2.621
15 C 0.246 3.000 -1.460
16 C 0.538 1.735 -2.211
17 H 0.963 3.780 -1.697
18 H 0.289 2.816 -0.368
19 H -0.766 3.307 -1.680
20 C 1.776 1.318 -2.663
21 C 3.073 2.068 -2.506
22 H 1.833 0.342 -3.177
23 H 3.493 2.297 -3.481
24 H 3.799 1.447 -1.964
25 H 2.929 2.993 -1.945
26 Co 0.137 0.169 0.474
27 Cl 1.970 1.313 -0.176
28 C 2.174 0.034 2.538
29 O 0.940 0.167 2.387
30 N 2.778 -0.067 3.731
31 C 2.110 0.387 4.941
32 C 4.111 -0.646 3.864
33 H 2.867 -0.007 1.667
34 H 1.095 0.704 4.688
35 H 2.669 1.228 5.381
36 H 2.081 -0.429 5.678
37 H 4.398 -1.091 2.903
38 H 4.099 -1.424 4.640
39 H 4.831 0.132 4.146
40 H -3.656 -3.625 -1.030
41 H -2.312 -4.408 1.207
42 C -2.794 -2.946 -1.106
43 C -1.629 -3.573 0.984
44 N -2.341 -2.567 0.219
45 H -3.084 -2.049 -1.669
46 C -2.383 -1.283 0.626
47 O -1.556 -0.747 1.387
48 H -1.253 -3.130 1.914
49 H -3.264 -0.728 0.219
50 H -1.978 -3.463 -1.634
51 H -0.780 -3.946 0.391
52 H -2.062 4.392 3.093
53 H -4.532 3.618 2.206
54 C -1.863 4.369 2.012
55 C -4.053 3.479 1.227
56 N -2.620 3.292 1.389
57 H -0.798 4.210 1.833
58 C -1.998 2.194 0.929
59 O -0.788 1.958 1.138
60 H -4.469 2.588 0.736
61 H -2.640 1.523 0.311
62 H -2.172 5.328 1.574
63 H -4.248 4.366 0.607
64 C 1.212 -2.913 2.763
65 S 1.796 -2.572 0.846
66 O 3.151 -2.166 0.955
67 O 1.538 -3.849 0.290
68 O 0.946 -1.519 0.042
69 H 2.107 -2.842 3.388
70 H 0.839 -3.938 2.793
71 H 0.464 -2.216 3.110

Force components x, y, z for each atom (eV/Å):
O -1.265 -0.382 0.580
C 0.463 0.521 -1.486
C 0.097 0.486 0.344
C -0.088 -0.237 -0.238
H 0.153 0.197 -0.235
C -0.068 0.233 -0.014
H 0.013 0.119 -0.114
C -0.030 0.081 0.079
H -0.019 0.133 0.117
C -0.024 0.005 0.161
H 0.033 -0.083 0.120
C -0.008 -0.420 -0.038
H 0.073 -0.219 0.059
H -0.084 -0.171 -0.029
C 0.197 -0.196 0.481
C 1.508 -1.033 -2.535
H -0.034 0.238 -0.055
H -0.032 0.383 -1.057
H -0.468 0.449 -0.358
C -2.545 1.010 -0.843
C -0.169 -0.166 -0.245
H -0.032 0.545 0.363
H 0.163 0.124 -0.397
H -0.184 0.206 -0.157
H 0.139 -0.122 -0.121
Co -0.110 0.741 0.288
Cl 2.592 -0.322 3.736
C -0.570 -0.020 -1.052
O 1.582 0.027 1.386
N -0.131 0.152 0.660
C 0.144 -0.308 -0.024
C -0.197 0.448 -0.361
H -0.657 -0.133 0.505
H 0.219 -0.102 0.046
H -0.136 -0.178 -0.093
H -0.125 0.171 -0.062
H -0.077 0.097 0.287
H -0.014 0.135 -0.194
H 0.043 -0.168 0.036
H 0.125 0.007 -0.137
H 0.121 0.200 -0.023
C -0.528 -0.019 0.175
C 0.488 -0.084 -0.325
N -0.097 0.254 0.361
H 0.202 -0.289 0.111
C 0.845 0.584 -0.023
O -2.001 -1.092 0.065
H -0.180 -0.132 -0.365
H 0.674 -0.093 -0.052
H -0.253 0.292 0.111
H -0.132 0.034 0.382
H 0.125 0.069 -0.165
H 0.040 -0.066 -0.214
C -0.202 -0.136 0.070
C 0.327 -0.095 -0.133
N -0.136 0.381 -0.071
H -0.188 -0.052 0.056
C 1.802 -0.825 0.085
O -2.671 0.952 0.169
H 0.044 0.340 0.173
H 0.500 0.201 0.388
H 0.059 -0.177 0.080
H -0.060 -0.199 0.117
C 0.624 0.451 -1.632
S -3.657 2.271 0.321
O 1.829 0.453 0.365
O -0.137 -2.198 -0.949
O 2.199 -3.799 2.262
H -0.028 0.101 -0.308
H 0.063 0.132 -0.307
H -0.146 0.294 -0.128

Computed properties:
* LUMO (alpha / beta): 2.452 / 2.450 eV
* relative energy (zero: lowest compared OMol25 entry of this formula, charge and spin): 0.0 kcal/mol
* gap between HOMO and LUMO (alpha / beta): 5.49 / 5.47 eV
* multiplicity: 4
* total energy: -3754.514790 a.u.
* strongest force on any atom: 4.94 eV/Å
* charge: -1
* HOMO energy (alpha / beta): -3.0 / -3.0 eV

Atomic charges from the Löwdin analysis, expressed in e, are listed below: -0.262 -0.430 -0.170 -0.037 0.092 -0.091 0.095 -0.124 0.084 -0.112 0.086 -0.053 0.111 0.130 -0.135 -0.344 0.065 0.007 0.063 -0.224 -0.204 0.113 0.053 0.047 0.039 0.411 0.449 -0.359 -0.100 -0.180 -0.044 -0.049 0.070 0.088 0.087 0.083 0.086 0.085 0.084 0.081 0.091 -0.048 -0.039 -0.173 0.095 -0.290 -0.050 0.074 0.142 0.089 0.077 0.090 0.087 -0.033 -0.056 -0.183 0.094 -0.251 -0.079 0.088 0.139 0.087 0.087 -0.081 0.495 -0.339 -0.360 -0.429 0.028 0.032 0.023

# 2
# C21H37ClFeN3O7S

A molecular structure, C21H37ClFeN3O7S (ωB97M-V with the def2-TZVPD basis set, OMol25).

Geometry (Å):
1 O 1.372 -0.625 -3.432
2 C 0.334 0.032 -3.542
3 C 0.247 1.522 -3.756
4 C 0.391 2.468 -2.760
5 H 0.395 2.154 -1.731
6 C 0.564 3.825 -3.117
7 H 0.761 4.545 -2.325
8 C 0.559 4.191 -4.459
9 H 0.705 5.250 -4.766
10 C 0.308 3.230 -5.464
11 H 0.320 3.498 -6.532
12 C 0.114 1.904 -5.073
13 H -0.087 1.134 -5.859
14 H -0.735 -0.352 -4.044
15 C -2.173 -1.389 -2.403
16 C -1.531 -0.148 -1.895
17 H -2.769 -1.200 -3.310
18 H -2.823 -1.825 -1.632
19 H -1.473 -2.154 -2.686
20 C -2.234 1.024 -1.711
21 C -3.729 1.197 -1.922
22 H -1.725 2.019 -1.750
23 H -3.871 1.706 -2.886
24 H -4.225 1.789 -1.135
25 H -4.235 0.231 -1.952
26 Fe -1.650 -0.118 0.244
27 Cl -3.819 -0.515 0.862
28 C -1.562 0.252 3.214
29 O -1.019 -0.394 2.274
30 N -1.289 0.079 4.493
31 C -0.443 -1.023 4.982
32 C -2.098 0.763 5.500
33 H -2.286 1.052 2.995
34 H 0.284 -1.322 4.242
35 H -1.059 -1.878 5.286
36 H 0.071 -0.652 5.878
37 H -2.267 1.799 5.171
38 H -1.552 0.758 6.456
39 H -3.077 0.267 5.630
40 H 4.632 1.900 -2.466
41 H 5.052 1.994 -0.066
42 C 3.552 1.841 -2.238
43 C 3.985 1.857 0.182
44 N 3.340 1.178 -0.948
45 H 3.040 1.268 -3.024
46 C 2.937 -0.099 -0.864
47 O 2.827 -0.739 0.193
48 H 3.866 1.285 1.092
49 H 2.699 -0.527 -1.851
50 H 3.152 2.864 -2.197
51 H 3.518 2.844 0.280
52 H 0.039 -5.295 0.685
53 H 2.187 -5.025 -0.754
54 C -0.486 -4.651 -0.041
55 C 1.569 -4.420 -1.436
56 N 0.491 -3.784 -0.696
57 H -1.243 -4.049 0.452
58 C 0.431 -2.456 -0.534
59 O -0.382 -1.893 0.227
60 H 2.181 -3.634 -1.898
61 H 1.188 -1.908 -1.121
62 H -0.949 -5.306 -0.799
63 H 1.171 -5.084 -2.220
64 C 1.317 2.140 2.266
65 S 0.042 2.523 1.034
66 O -1.228 2.779 1.718
67 O 0.675 3.591 0.272
68 O -0.111 1.287 0.166
69 H 0.907 2.236 3.283
70 H 2.153 2.847 2.180
71 H 1.654 1.123 2.051

Force components x, y, z for each atom (eV/Å):
O -2.446 0.934 0.353
C -1.156 -0.515 -2.980
C 0.607 -0.180 1.058
C 0.549 1.058 -0.471
H 0.305 0.083 0.199
C -0.096 -0.830 0.128
H -0.208 -0.070 -0.149
C -0.190 0.400 -0.842
H -0.030 -0.902 0.376
C 0.125 0.165 0.602
H -0.164 -0.095 0.699
C 0.036 -0.210 -1.860
H 0.269 0.648 0.741
H 2.633 -0.280 1.291
C -0.433 -0.343 -0.158
C -2.341 1.462 0.052
H 0.018 0.093 0.306
H 0.004 0.069 -0.118
H 0.549 -0.365 0.061
C 0.859 0.178 -0.853
C -0.120 -0.415 -0.063
H -0.152 -1.152 0.753
H 0.006 -0.035 0.160
H 0.501 -0.169 -0.269
H -0.044 0.107 -0.038
Fe 1.280 0.294 0.784
Cl 0.098 -0.089 -0.114
C 0.459 -0.384 -1.827
O -0.697 0.856 1.587
N 0.206 -0.660 0.763
C -0.327 0.525 0.425
C -0.191 0.151 -0.064
H 0.151 -0.247 0.101
H 0.001 -0.002 -0.278
H 0.072 0.095 -0.193
H 0.013 -0.157 -0.254
H 0.019 -0.308 0.223
H -0.268 0.094 -0.414
H 0.431 0.167 0.057
H -0.355 -0.048 0.062
H -0.271 -0.060 0.240
C 0.069 -0.353 0.103
C -0.228 0.222 -0.794
N 0.715 0.573 -0.001
H 0.193 0.299 0.247
C -0.049 -0.520 1.021
O 0.200 0.535 -1.038
H 0.001 -0.130 0.013
H 0.002 0.085 0.289
H 0.022 -0.328 -0.041
H 0.144 -0.146 0.144
H -0.307 0.239 -0.125
H -0.109 0.231 -0.221
C 0.501 -0.468 -0.240
C 0.016 0.099 -0.037
N -0.453 0.143 0.193
H 0.077 0.006 0.019
C -0.131 0.273 0.328
O 0.185 -0.424 -1.008
H -0.089 -0.325 0.116
H -0.384 -0.086 0.303
H 0.100 0.247 0.259
H 0.064 0.265 0.229
C -0.257 -0.162 0.305
S 0.338 -0.063 -0.016
O 0.872 0.091 -0.383
O -0.784 -0.206 0.035
O 0.090 0.424 0.680
H -0.020 -0.240 -0.446
H -0.468 -0.215 -0.218
H -0.014 0.072 0.210

Computed properties:
* LUMO (alpha / beta): 0.493 / -1.352 eV
* gap between HOMO and LUMO (alpha / beta): 9.18 / 7.41 eV
* multiplicity: 6
* total energy: -3635.382709 a.u.
* strongest force on any atom: 3.24 eV/Å
* HOMO energy (alpha / beta): -8.7 / -8.8 eV

Atomic charges from the Löwdin analysis, expressed in e, are listed below: 0.022 -0.219 -0.232 -0.065 0.068 -0.057 0.106 -0.084 0.111 -0.074 0.107 -0.057 0.129 0.161 -0.123 -0.206 0.094 0.072 0.067 -0.220 -0.113 0.114 0.088 0.078 0.048 0.582 0.038 -0.313 -0.122 -0.164 -0.015 -0.036 0.122 0.087 0.099 0.087 0.098 0.090 0.101 0.093 0.095 -0.043 -0.037 -0.161 0.080 -0.326 -0.022 0.073 0.105 0.088 0.083 0.098 0.097 -0.021 -0.034 -0.170 0.087 -0.258 -0.069 0.095 0.112 0.095 0.094 -0.123 0.478 -0.347 -0.342 -0.449 0.060 0.051 0.052

Among the records above, which one has the lowest strongest force on any atom?
C21H37ClFeN3O7S